No. 1
Entry from the OMol25 dataset: one molecule with the formula C9H12NP at a distorted geometry (ωB97M-V/def2-TZVPD).

```
23
Properties=species:S:1:pos:R:3:forces:R:3
H 2.599872 -1.877022 -1.962665 0.2434 -0.0016 0.9953
H 2.952855 0.385738 -0.513136 2.7371 2.6102 -1.1747
N -1.185911 -1.443577 0.921618 1.0856 0.5426 -0.0726
H 1.572477 -2.431177 -0.667737 -0.1303 0.0328 0.2020
C -2.396577 0.542980 -0.587421 3.1405 3.2292 0.1237
C -2.431670 -1.512794 0.508793 0.8542 0.9556 0.1151
H -0.712126 2.771605 -0.433420 0.3737 0.1456 0.1350
H -2.917874 -2.334892 0.896077 -1.3555 -1.7878 0.4222
P 1.276438 0.060547 0.873958 -0.1003 -0.1614 0.5256
C -1.016111 0.659977 -0.180844 -1.1968 0.9738 -0.4810
H 3.281499 -2.410152 -0.374416 1.1134 -0.7397 0.3241
H -2.740896 1.491741 -1.023351 -0.6062 -0.8631 -0.2333
C -3.097528 -0.536590 -0.228744 0.7816 -0.7758 0.2690
C 2.498677 -1.887041 -0.845005 -1.1066 2.6155 -0.8398
C 0.921348 1.852843 0.806423 -0.9863 0.1082 0.2597
C 2.374262 -0.396352 -0.299103 -2.9367 -4.4055 0.9671
H 0.369287 1.990936 1.765145 0.3046 0.2955 -0.5783
C -0.079984 1.881335 -0.359752 -0.9793 -0.9830 -1.3565
C -0.481447 -0.343357 0.560251 0.0006 -1.0621 -0.1585
H 0.450278 1.727220 -1.346034 -0.3939 0.4100 1.0130
H 1.193155 -0.206589 2.301201 0.6437 -0.0666 -0.3406
H 1.663374 2.653804 0.690700 0.2295 -0.7704 0.1617
H -4.093402 -0.639192 -0.502527 -1.7161 -0.3020 -0.2781
```
Positions in Å, forces in eV/Å.

Output
SMILES	CC=[P@H]1CCc2cccnc21
energy relative to the best compared isomer or geometry (same formula, charge and spin)	1.8988	eV
energy	-20303.6081	eV
maximum force	0.1047	hartree/bohr
LUMO level	0.80	eV
spin multiplicity	1

Atom charges from the Löwdin analysis, given in e for atoms 1 to 5: number 1, H, carries 0.07; number 2, H, carries -0.03; number 3, N, carries 0.09; number 4, H, carries 0.04; number 5, C, carries -0.02


No. 2
Entry from the OMol25 dataset: a 4-piece molecular cluster, C22H60Br2F3N9O3P3S2 overall at a distorted geometry (ωB97M-V/def2-TZVPD).

```
104
Properties=species:S:1:pos:R:3:forces:R:3
H -5.210155 5.492386 -1.191306 0.0041 -0.0711 -0.0585
H -4.533659 1.390048 -1.237555 -0.0515 -0.1136 0.0540
H -0.073892 8.051508 0.159852 -0.0059 0.0381 0.1149
P 6.667551 -7.023360 1.307353 4.8720 -2.6432 3.1048
O -2.553348 5.850511 -1.282191 2.2155 0.4834 -2.2491
H -7.573818 2.777518 2.230560 0.0541 0.0383 -0.0851
N -5.779227 1.961006 1.435087 0.4909 0.3759 2.8310
H 7.669121 -9.728179 2.363503 -0.0420 0.0873 -0.1381
C 0.499066 -1.482421 -3.536900 -0.6118 -0.3232 -1.3541
C -5.207026 3.323477 1.351418 0.1903 0.2421 -0.3025
N 8.367647 -6.989263 1.001529 -0.0184 0.2148 -0.0300
H 1.889518 -1.971753 1.130229 0.0493 -0.4437 -0.2974
H 9.201494 -5.319307 2.030841 -0.0128 0.0772 -0.0301
H 8.170757 -8.083923 -1.177112 0.0174 0.1260 0.1999
C -2.144417 1.288630 1.042023 0.0673 -0.0936 0.1158
C 9.270791 -7.975639 1.567453 -0.0800 -0.3908 -0.1950
H -1.673109 0.298897 0.926201 0.0410 0.0021 0.0811
F 1.619062 -3.565352 -3.798708 0.3595 0.5536 -0.0116
H -7.391530 0.155006 0.072857 0.0156 -0.0125 0.0083
N -4.414283 7.421661 -1.607993 -0.0516 -0.1207 -0.0492
N -5.636964 -0.574687 1.055284 -0.0843 0.0706 0.5082
H 6.935907 -6.902072 -1.633641 -0.0015 -0.0003 -0.0967
H -6.011924 4.057901 1.290164 -0.1763 -0.1922 0.1581
H 8.366832 -4.934203 0.517893 -0.0352 -0.0035 0.0681
N 6.314396 -8.111083 2.588284 -0.5422 0.3029 -0.2104
C -5.242829 8.134755 -0.655169 0.0879 0.4216 -0.0524
H -3.186940 8.300790 -4.192332 -0.0020 0.0418 -0.0844
H -6.480489 -2.449663 1.517235 -0.0063 0.0470 -0.0941
H -4.613984 3.455180 0.453010 0.1201 -0.1922 0.0358
H -1.866679 9.990721 0.223124 0.0011 -0.0228 0.0027
C 1.588213 -2.759601 -1.551459 1.0755 0.0332 -0.1946
H -3.512428 9.471945 0.605713 0.0255 -0.0319 -0.1709
H -3.553334 -0.090687 -0.992883 -0.0774 0.0254 -0.1036
H 6.739473 -8.620899 -2.011100 -0.2130 0.0094 0.1077
H 4.822771 -6.823223 3.348019 0.0985 0.0157 -0.0765
H 9.937660 -5.710719 0.465540 -0.0014 -0.1463 0.0053
H 4.200233 -8.366182 2.741604 0.0187 -0.0847 0.0896
H -0.421433 9.008858 -1.754674 -0.0921 -0.0726 0.0454
H 3.425943 -1.552277 -1.830366 0.1084 0.0222 -0.0426
C 5.039519 -7.886986 3.265802 -0.0626 0.4003 0.1790
H 9.254725 -7.975946 2.664230 0.0279 -0.0773 -0.0105
C 0.897610 -2.839201 -2.913730 -1.1281 -0.3774 0.7692
C -2.468048 9.190367 0.675739 0.0049 0.4377 -0.2119
C -3.620952 0.989882 -0.793610 -0.2956 0.1401 -0.1815
C -6.269265 -1.493559 1.999994 0.2733 -0.2298 0.2795
F -0.242170 -1.735584 -4.636400 0.3077 0.1294 0.2485
N -2.497213 8.873769 -2.238858 1.5233 -1.7561 -1.7517
H 4.564957 -7.327613 -0.694951 -0.0150 -0.0233 -0.1347
H -4.587907 3.568026 2.217381 -0.0120 0.1013 0.0156
H 5.998479 -10.128885 1.950365 -0.0065 0.0222 0.0113
H -5.613345 -1.697784 2.844211 0.0675 0.1080 -0.0350
H -2.047736 1.589024 2.081915 -0.0108 -0.1110 0.0274
H -6.053190 6.410015 -2.451735 0.0077 0.2118 0.0879
O -3.726686 -0.154947 2.592763 -1.4352 1.5681 2.2922
H 2.250363 -3.624229 -1.500340 -0.0591 -0.1986 -0.0783
P -2.693875 7.335466 -1.444545 -4.3579 1.2521 4.0108
C -1.075694 9.079112 -2.625282 0.1999 0.2410 0.5376
H -2.237749 9.172509 1.743128 0.0913 -0.1417 -0.0221
H -5.016345 9.202580 -0.653861 0.0879 -0.0411 0.0788
H -2.807339 1.486402 -1.330414 0.0565 0.0461 0.1296
S 4.561823 -2.524863 0.739431 -0.0228 -1.1582 -0.0919
H 4.795085 -9.047405 -1.047907 0.0920 -0.0143 -0.0225
H 9.047307 -8.976703 1.195247 -0.0735 0.0116 0.0795
C -6.478172 -0.424709 -0.117351 -0.2872 0.3794 -0.1297
H -0.822576 7.420796 1.635775 -0.0697 0.0777 0.0076
H 6.497416 -9.904567 3.628675 -0.0952 0.1425 0.0393
C 8.993572 -5.672595 1.013735 -0.0829 0.1664 0.1284
N 6.410519 -8.170776 0.020550 -1.7092 2.2788 -0.9177
F 1.588337 -0.813200 -3.976846 -0.0424 -0.1409 0.5939
H 10.293164 -7.771539 1.245557 -0.0367 0.1614 -0.0114
N -2.200829 7.880590 0.111391 0.4297 -0.1779 -0.2947
H -0.740531 8.343951 -3.361851 0.0030 0.0739 -0.1006
H -7.369366 1.068365 2.549267 0.1080 -0.0475 -0.0442
H -5.957436 0.030796 -0.952425 0.0286 0.1310 0.1168
H -7.215915 -1.098085 2.393096 -0.0372 -0.0745 -0.0821
H -5.147683 7.735332 0.363425 -0.0293 0.0824 0.0243
H -2.962319 10.037641 -3.931797 0.2228 -0.0509 0.0811
H 5.072408 -8.287307 4.280303 0.0694 -0.0652 -0.0264
C 7.103412 -7.915912 -1.262156 0.3253 -0.1317 -0.0846
C -6.835863 2.017942 2.481615 -0.4098 -0.3995 -0.2500
H -4.344416 9.237456 -3.237076 -0.0060 -0.1829 0.1419
Br -0.770798 -3.836476 -2.618323 0.1869 -0.0456 -0.0932
S 2.892681 -1.381406 0.447662 0.8606 1.4480 0.2516
H 0.893206 -2.886704 -0.732018 -0.4150 0.2424 -0.1267
C 2.464051 -1.516806 -1.327350 -0.3416 -0.5314 0.4866
H -0.938218 10.074575 -3.043646 -0.0995 0.0243 -0.0007
C 6.634458 -9.527258 2.613634 -0.0198 -0.3425 -0.3581
C -3.292445 9.108480 -3.464535 -0.3246 0.1344 -0.0294
P -4.674828 0.659921 1.766455 1.3255 -1.7906 -5.5165
C -0.885808 7.418473 0.545685 0.0546 -0.4385 0.0205
Br -0.590775 -0.407426 -2.362062 0.2540 0.1359 0.0905
C 4.963067 -8.269427 -0.305661 -0.1234 -0.4607 0.4584
H -6.785489 -1.413556 -0.464444 0.0403 -0.0652 0.1540
H -0.703037 6.397389 0.215115 -0.1029 0.0175 -0.0873
H -6.423990 2.246568 3.467739 -0.0364 0.1178 0.0089
N -3.534333 1.287506 0.618267 0.2549 -0.0483 0.0283
H -1.580711 2.011912 0.444537 -0.1181 0.0148 -0.0931
H 4.382839 -8.544037 0.576979 0.0950 0.0569 0.0620
O 6.537719 -5.701634 2.016328 -2.5227 0.4466 -2.2721
C -5.070431 6.192029 -2.025843 0.0711 -0.3175 0.0167
H 5.360092 -1.682326 1.425625 -0.5080 0.4562 -0.0549
H -4.501142 5.684227 -2.800582 0.0703 -0.0365 0.0840
H -6.292057 8.064254 -0.947776 0.0299 -0.1429 -0.0688
H 1.974911 -0.572208 -1.539639 -0.0799 0.0919 0.0366
```
Positions in Å, forces in eV/Å.

Output
energy relative to the best compared isomer or geometry (same formula, charge and spin)	0.0000	eV
energy	-241105.8407	eV
total charge	+1
maximum force	0.1235	hartree/bohr
LUMO level	-4.22	eV
spin multiplicity	1

Atom charges from the Löwdin analysis, given in e for atoms 1 to 5: number 1, H, carries 0.07; number 2, H, carries 0.07; number 3, H, carries 0.07; number 4, P, carries 0.67; number 5, O, carries -0.31


No. 3
Entry from the OMol25 dataset: Cl3H4LiO2 as an isolated structure at a distorted geometry (ωB97M-V/def2-TZVPD).

```
10
Properties=species:S:1:pos:R:3:forces:R:3
Cl -9.029980 15.899050 0.906070 1.7602 4.2011 -2.3619
Cl -8.682160 14.198990 3.529230 2.0357 -1.0942 2.7971
Li -9.877430 14.746440 2.128100 1.2436 -1.2570 0.1230
H -11.735100 15.035080 2.216450 -0.4170 -0.6724 -0.4039
O -8.712660 13.418790 -0.108830 2.3067 -1.8517 -2.2099
O -11.092870 15.589550 2.659530 -3.6577 2.7667 2.3670
H -9.557510 13.272720 0.316750 0.0698 -0.1150 -0.1830
Cl -10.966200 13.339720 1.261370 -3.8838 -2.5315 -0.1229
H -11.524250 16.440370 2.738540 0.4153 0.2786 -0.0360
H -8.422660 14.269960 0.219240 0.1272 0.2756 0.0306
```
Positions in Å, forces in eV/Å.

Output
energy relative to the best compared isomer or geometry (same formula, charge and spin)	3.7291	eV
energy	-41934.4222	eV
total charge	-2
maximum force	0.1004	hartree/bohr
LUMO level	5.31	eV
spin multiplicity	1

Atom charges from the Löwdin analysis, given in e for atoms 1 to 5: number 1, Cl, carries -0.20; number 2, Cl, carries -0.50; number 3, Li, carries 0.00; number 4, H, carries -0.09; number 5, O, carries -0.32


Q: Look up the maximum force of the second one.
A: 0.1235 hartree/bohr